# 1
Computed, not measured: a cluster of 5 separate species, C5H20N2O4 in total at a distorted geometry, with the ωB97M-V functional and the def2-TZVPD basis.

The calculation puts the LUMO energy at 0.6 eV. The charge is 0. The relative energy (zero: lowest compared OMol25 entry of this formula, charge and spin) comes out at 2.3 kJ/mol. The HOMO-LUMO gap is 7.7 eV. The total energy is -612.9763 Ha. The HOMO energy comes out at -7.14 eV.

Positions of all 31 atoms, in Å:
C (0.36090, 3.26363, 0.00604)
C (-1.07665, 3.13198, -0.48925)
C (-1.39287, 1.75099, -1.08845)
C (-1.26063, 0.66171, -0.05836)
C (-2.25515, 0.39653, 0.79943)
N (-2.15518, -0.45035, 1.92844)
N (-0.05641, -0.09764, -0.15798)
H (0.56687, 4.26602, 0.38532)
H (1.08753, 3.04256, -0.79462)
H (0.58620, 2.58871, 0.79667)
H (-1.29990, 3.92316, -1.20590)
H (-1.77744, 3.34327, 0.32883)
H (-2.47250, 1.76109, -1.49814)
H (-0.72401, 1.57750, -1.95167)
H (-3.18396, 0.89503, 0.75216)
H (-2.98428, -0.97212, 2.12373)
H (-1.31442, -0.93752, 2.00884)
H (0.12091, -0.76820, 0.69106)
H (0.74827, 0.49446, -0.30566)
H (1.22780, -1.88728, 1.71913)
H (0.60400, -1.72383, 3.15361)
O (0.43391, -2.03616, 2.28032)
H (3.42158, -1.51921, 1.27872)
H (2.56368, -1.51038, 0.00546)
O (2.60402, -1.23305, 0.90502)
H (3.15744, -1.29372, -2.23479)
H (1.79265, -2.04267, -1.89161)
O (2.74800, -1.97137, -1.65345)
H (-0.22598, -1.52591, -3.08572)
H (-0.15865, -1.44575, -1.54184)
O (0.15052, -1.96672, -2.29980)

# 2
Computed, not measured: a cluster of 5 separate species, C5H20N2O5 in total at a distorted geometry, with the ωB97M-V functional and the def2-TZVPD basis.

The calculation puts the LUMO energy at 0.5 eV. The charge is 0. The relative energy (zero: lowest compared OMol25 entry of this formula, charge and spin) comes out at 281.1 kJ/mol. The HOMO-LUMO gap is 8.8 eV. The total energy is -688.1553 Ha. The HOMO energy comes out at -8.30 eV.

Positions of all 32 atoms, in Å:
C (1.39417, 1.62329, -1.51209)
O (2.34189, 0.75617, -2.13794)
C (0.15323, 0.82971, -1.09106)
C (-0.71134, 1.70987, -0.17342)
C (-1.63333, 0.97013, 0.74808)
C (-2.18502, -0.20639, 0.48782)
N (-2.98908, -0.90143, 1.38872)
N (-0.55855, 0.47852, -2.30881)
H (1.87220, 2.02653, -0.63112)
H (1.09449, 2.41721, -2.19493)
H (0.52639, -0.04842, -0.57613)
H (-0.09605, 2.38027, 0.43624)
H (-1.22394, 2.46436, -0.76379)
H (-1.67749, 1.29376, 1.78216)
H (-2.33605, -0.57433, -0.52007)
H (-3.04409, -1.90014, 1.26580)
H (-2.75384, -0.66154, 2.34160)
H (-1.51605, 0.19199, -2.35194)
H (1.90260, 0.26803, -2.83865)
H (-0.23205, 0.94483, -3.13615)
H (2.89011, 0.56545, 0.62008)
H (2.65081, 0.28093, -0.84983)
O (2.91831, -0.10403, -0.06532)
H (-0.01191, 1.85081, 3.00224)
H (0.43280, 0.57459, 2.35313)
O (0.50206, 1.05602, 3.17154)
H (-0.96264, -3.08064, -0.81615)
H (-0.53602, -3.29477, 0.60064)
O (-1.27444, -3.47499, 0.00500)
H (0.75895, -1.33091, 1.58218)
H (1.72926, -1.69656, 0.51450)
O (0.87138, -1.96829, 0.86719)

# 3
Computed, not measured: a cluster of 7 separate species, C5H21BrNO6 in total at a distorted geometry, with the ωB97M-V functional and the def2-TZVPD basis.

The calculation puts the LUMO energy at -4.1 eV. The charge is +1. The HOMO-LUMO gap is 9.4 eV. The total energy is -3282.8683 Ha. The HOMO energy comes out at -13.50 eV.

Positions of all 34 atoms, in Å:
C (-1.18397, -0.80986, -0.51341)
C (-0.00113, -0.21512, -0.54266)
N (1.43363, 0.25981, -0.59062)
C (1.98041, 0.08633, 0.81142)
Br (3.40337, 1.41582, 1.25054)
C (2.53079, -1.40504, 1.12853)
C (4.07245, -1.56027, 0.60972)
H (-1.99662, -1.64856, -0.52122)
H (1.48295, 1.24495, -0.94487)
H (1.95364, -0.33240, -1.26768)
H (1.09414, 0.29064, 1.53853)
H (2.56299, -1.59278, 2.27403)
H (1.86490, -2.23037, 0.63330)
H (4.74537, -1.22601, 1.49460)
H (4.21965, -0.89576, -0.33672)
H (4.25291, -2.66545, 0.31401)
O (-2.85773, -2.70840, -2.34994)
H (-2.20972, -3.31077, -2.73938)
H (-3.68354, -2.93008, -2.80080)
O (-1.73939, 2.22055, 0.90625)
H (-1.08896, 1.62192, 0.51668)
H (-2.56500, 1.99584, 0.45360)
O (-4.97770, 2.36618, 0.17052)
H (-4.81894, 3.27630, 0.45688)
H (-5.79358, 2.11738, 0.62487)
O (-3.43191, 2.15542, -2.47032)
H (-4.00691, 2.11751, -1.69233)
H (-2.55303, 1.95891, -2.12157)
O (0.81065, -4.15788, 1.27406)
H (0.08100, -3.63598, 1.63385)
H (0.99069, -4.81257, 1.96232)
O (1.80681, 4.68523, 0.46750)
H (1.51956, 4.49541, -0.43544)
H (2.10224, 3.82908, 0.80575)

# 4
Computed, not measured: a cluster of 5 separate species, C5H21N2O4 in total at a distorted geometry, with the ωB97M-V functional and the def2-TZVPD basis.

The calculation puts the LUMO energy at -2.3 eV. The charge is +1. The relative energy (zero: lowest compared OMol25 entry of this formula, charge and spin) comes out at 0.0 kJ/mol. The HOMO-LUMO gap is 10.9 eV. The total energy is -613.3765 Ha. The HOMO energy comes out at -13.24 eV.

Positions of all 32 atoms, in Å:
C (-2.70075, -0.43243, -1.23746)
C (-1.59846, -0.10406, -0.25099)
C (-0.64623, -1.25906, -0.03668)
C (0.40050, -1.06392, 1.06752)
C (2.62774, -0.34197, 1.18737)
N (1.53382, -0.29220, 0.56013)
N (-0.83620, 1.09516, -0.77111)
H (-3.36081, 0.41979, -1.40558)
H (-3.26760, -1.28620, -0.87188)
H (-2.29323, -0.73702, -2.20533)
H (-2.01229, 0.23829, 0.70173)
H (-1.23275, -2.15399, 0.19256)
H (-0.12423, -1.51698, -0.96228)
H (-0.04246, -0.48719, 1.88715)
H (0.72187, -2.02740, 1.46739)
H (3.45201, 0.24868, 0.79578)
H (2.83764, -0.92045, 2.08682)
H (-0.25456, 1.49778, -0.01335)
H (-1.46630, 1.83988, -1.08201)
H (-0.18798, 0.79652, -1.56154)
H (-1.32133, 1.16642, 4.42449)
H (0.16021, 1.28142, 4.64479)
O (-0.49555, 1.12372, 3.96428)
H (1.68699, 0.19067, -1.61799)
H (1.07671, -0.51410, -2.85689)
O (1.13888, 0.35197, -2.40347)
H (-0.50122, 2.10009, 2.38996)
H (0.03664, 3.38428, 1.61697)
O (-0.44285, 2.57017, 1.51118)
H (1.94815, -2.59184, -3.45907)
H (0.63411, -2.34571, -4.23080)
O (1.08997, -2.16670, -3.40135)

# 5
Computed, not measured: a cluster of 6 separate species, C5H21NO5 in total at a distorted geometry, with the ωB97M-V functional and the def2-TZVPD basis.

The calculation puts the LUMO energy at 0.4 eV. The charge is 0. The relative energy (zero: lowest compared OMol25 entry of this formula, charge and spin) comes out at 263.5 kJ/mol. The HOMO-LUMO gap is 8.8 eV. The total energy is -633.9615 Ha. The HOMO energy comes out at -8.34 eV.

Positions of all 32 atoms, in Å:
C (2.19385, 0.91001, -0.12157)
C (1.01345, 0.75117, 0.81634)
C (0.13336, 1.97936, 0.78376)
C (0.32747, 3.12103, 1.43608)
C (-1.86463, 0.52862, 0.41722)
N (-1.10662, 1.73685, 0.09257)
H (3.11112, 1.14957, 0.45174)
H (2.46485, 0.03122, -0.71527)
H (2.15441, 1.76673, -0.78313)
H (1.43196, 0.81076, 1.84466)
H (0.48653, -0.14348, 0.60649)
H (-0.26437, 4.06844, 1.31163)
H (1.16210, 3.16443, 2.12220)
H (-2.35604, 0.08327, -0.47519)
H (-2.64867, 0.65705, 1.20592)
H (-1.43878, -0.38286, 0.70388)
H (-1.70119, 2.54348, 0.02558)
H (-0.77341, 1.26773, -2.19756)
H (-1.49942, 0.09133, -2.89750)
O (-1.39212, 1.04275, -2.90341)
H (0.57009, -2.96929, 1.60566)
H (0.73746, -3.20032, 3.02758)
O (0.14961, -3.48880, 2.31873)
H (0.06578, 0.13284, -1.98027)
H (0.21708, -1.31297, -2.50833)
O (0.72502, -0.55331, -2.21439)
H (-3.11280, -1.72779, 0.74137)
H (-3.74026, -2.53562, -0.41964)
O (-2.95259, -2.05503, -0.15658)
H (2.42879, -1.77463, -0.69065)
H (3.13392, -2.96634, -0.97622)
O (2.34404, -2.72621, -0.47169)

# 6
Computed, not measured: a cluster of 6 separate species, C5H22N10O6 in total at a distorted geometry, with the ωB97M-V functional and the def2-TZVPD basis.

The calculation puts the LUMO energy at -0.1 eV. The charge is 0. The relative energy (zero: lowest compared OMol25 entry of this formula, charge and spin) comes out at 285.9 kJ/mol. The HOMO-LUMO gap is 8.9 eV. The total energy is -1202.8383 Ha. The HOMO energy comes out at -8.97 eV.

Positions of all 43 atoms, in Å:
O (-0.33943, 1.64904, -0.81766)
H (-0.13370, 1.24319, 0.02447)
H (-1.29488, 1.70553, -0.82980)
C (3.54612, 1.50738, -1.46817)
O (3.88540, 0.55210, -0.80843)
N (2.35076, 1.95299, -1.66661)
N (4.42204, 2.26217, -2.03223)
H (2.20271, 2.90057, -1.98327)
H (1.55152, 1.37297, -1.45471)
H (4.12229, 3.14219, -2.42697)
H (5.39178, 2.00196, -1.92267)
C (-1.59007, -0.93256, -2.87851)
O (-1.50390, -2.14635, -3.21080)
N (-0.55655, -0.22538, -2.61015)
N (-2.72741, -0.36430, -2.70038)
H (-0.69855, 0.70691, -2.24853)
H (0.36051, -0.62484, -2.74992)
H (-2.79093, 0.49569, -2.17456)
H (-3.55275, -0.94616, -2.71935)
C (3.11437, -0.30783, 3.28134)
O (4.17617, -0.26106, 3.88643)
N (3.02342, -0.08013, 2.00581)
N (2.05516, -0.73620, 3.81605)
H (3.80558, 0.19673, 1.42990)
H (2.12863, 0.00983, 1.54607)
H (2.08259, -0.82076, 4.82213)
H (1.18055, -0.71131, 3.31154)
C (-3.94665, 0.74822, -0.05800)
O (-3.34245, 1.84887, -0.27686)
N (-3.59475, -0.13317, 0.82462)
N (-4.84263, 0.20230, -0.86859)
H (-4.12864, -0.98492, 0.92252)
H (-2.78316, -0.11665, 1.42559)
H (-5.38789, 0.85301, -1.41574)
H (-5.03823, -0.78855, -0.86045)
C (-0.21282, -1.32702, 1.50119)
O (-0.29355, -0.12686, 1.33898)
N (-0.59932, -2.01909, 2.57285)
N (0.35209, -2.11074, 0.67446)
H (-1.08187, -1.64269, 3.37632)
H (-0.43233, -3.00485, 2.71601)
H (0.25719, -3.09899, 0.86005)
H (0.86345, -1.84126, -0.15379)